Entry 1:
13
Properties=species:S:1:pos:R:3:forces:R:3:mulliken_charge:R:1 method="wB97M-V/def2-TZVPD" lumo_energy_ha=0.0295 fmax_ev_per_a=1.94 de_lowest_ev=1.100 homo_lumo_gap_ha=0.3761 total_charge=0 smiles="C=CO.O.O"
C -2.304 -0.239 -2.709 0.7168 0.7335 -0.2128 -0.84
C -2.074 -0.118 -1.406 -1.6918 -0.8339 0.4519 0.30
O -2.316 1.046 -0.705 1.0909 -0.1777 -0.6994 -0.54
H -2.554 -1.118 -3.274 0.6344 -0.5370 0.3059 0.23
H -2.158 0.647 -3.311 -0.6765 0.3671 -0.1493 0.20
H -1.968 -0.959 -0.731 -0.0072 0.0643 0.0350 0.31
H -2.580 1.670 -1.392 -0.0626 0.3866 0.2938 0.29
H -1.728 1.189 1.237 -0.1692 0.0818 0.0066 0.38
H -2.114 1.399 2.727 -0.0070 -0.0069 -0.2120 0.31
O -1.433 1.049 2.144 0.1730 -0.0791 0.1808 -0.64
H 6.740 -2.534 1.333 -0.0276 -0.0258 0.0091 0.32
H 6.416 -1.565 2.470 0.0096 -0.0235 -0.0431 0.32
O 6.972 -1.674 1.692 0.0171 0.0506 0.0333 -0.64

***

Entry 2:
13
Properties=species:S:1:pos:R:3:forces:R:3:lowdin_spin:R:1 method="wB97M-V/def2-TZVPD" lumo_energy_ha="-0.2485 / -0.3060" fmax_ev_per_a=3.72 de_lowest_ev=1.761 homo_lumo_gap_ha="0.2432 / 0.1858" total_charge=+1 spin_multiplicity=2
C -1.739 0.216 -2.876 0.5279 0.8127 -1.5106 0.55
C -2.283 -0.111 -1.662 1.9067 -0.8465 2.9598 0.20
O -1.535 0.191 -0.562 -3.1342 0.4761 -1.9468 0.18
H -1.442 -0.557 -3.613 -0.8570 0.4880 0.2228 0.02
H -1.431 1.255 -3.039 0.3809 -0.3642 -0.0425 0.03
H -3.142 -0.754 -1.494 0.2801 -0.3800 0.1280 0.01
H -1.203 1.104 -0.681 0.8565 -0.1408 0.2836 0.00
H -1.528 0.700 2.496 -0.7208 0.1724 0.0435 0.00
H -0.708 1.857 2.753 -0.1727 0.7336 0.1358 0.00
O -1.629 1.668 2.521 0.9489 -0.9560 -0.2650 0.00
H 5.884 -1.898 1.347 -0.0209 0.0307 -0.0446 0.00
H 5.556 -1.995 2.824 -0.0964 0.0645 -0.0481 0.00
O 5.200 -1.675 1.987 0.1010 -0.0904 0.0842 0.00

***

Entry 3:
14
Properties=species:S:1:pos:R:3:forces:R:3:mulliken_charge:R:1 method="wB97M-V/def2-TZVPD" lumo_energy_ha=0.0083 fmax_ev_per_a=2.20 de_lowest_ev=0.619 homo_lumo_gap_ha=0.3880 total_charge=0 smiles="CC(=O)O.O.O"
O 0.780 -0.343 -1.038 -0.5380 -0.0760 -0.0907 -0.52
C 1.176 -0.295 0.095 -0.3188 0.1269 -0.5096 0.74
O 0.436 -0.610 1.177 0.0954 0.5871 0.4649 -0.45
C 2.534 0.132 0.448 1.7207 -1.2565 0.5582 -0.99
H -0.476 -0.301 1.064 -0.1949 -0.7422 -0.4444 0.34
H 3.170 0.259 -0.427 -0.3199 0.3982 0.0216 0.30
H 3.027 -0.667 1.034 -0.3390 0.1638 -0.1339 0.31
H 2.530 0.963 1.130 -0.0809 0.6138 -0.0003 0.27
H -3.053 -0.618 1.123 -0.2593 -0.2558 -0.1898 0.29
H -2.688 -1.431 -0.175 -0.1069 0.1072 0.2140 0.27
O -2.353 -0.832 0.500 0.3135 0.3485 0.0913 -0.56
H -1.308 1.082 -1.680 0.2627 0.1230 -0.1255 0.31
H -1.797 1.490 -0.337 -0.0015 0.2253 -0.1561 0.32
O -1.472 1.879 -1.162 -0.2331 -0.3634 0.3003 -0.62

***

Entry 4:
12
Properties=species:S:1:pos:R:3:forces:R:3:mulliken_charge:R:1 method="wB97M-V/def2-TZVPD" lumo_energy_ha=0.0305 fmax_ev_per_a=1.87 de_lowest_ev=0.423 homo_lumo_gap_ha=0.3669 total_charge=0 smiles=CCS.O
C 0.731 0.867 -0.339 -0.4107 -1.6126 0.8620 -0.88
C -0.259 2.005 -0.196 0.4972 0.9595 -0.4022 -0.51
S -2.029 1.550 -0.085 0.5173 0.2219 0.1520 -0.21
H 1.616 1.043 -0.941 0.0633 0.3933 0.0781 0.31
H 0.285 -0.068 -0.696 -0.2399 0.3878 -0.5280 0.30
H 1.005 0.523 0.667 0.4646 0.3382 -0.0991 0.24
H 0.021 2.606 0.672 -0.4533 -0.3030 0.3488 0.31
H -0.097 2.760 -0.971 -0.4424 -0.3306 -0.3259 0.31
H -2.254 1.523 -1.401 0.0044 -0.0621 -0.0832 0.12
H 0.711 -3.871 1.655 -0.0034 0.1167 0.2213 0.32
H -0.324 -4.604 0.810 -0.2119 -0.0412 0.0208 0.32
O 0.595 -4.334 0.826 0.2148 -0.0678 -0.2447 -0.64

***

Entry 5:
13
Properties=species:S:1:pos:R:3:forces:R:3:mulliken_charge:R:1 method="wB97M-V/def2-TZVPD" lumo_energy_ha=0.0003 fmax_ev_per_a=4.31 de_lowest_ev=1.753 homo_lumo_gap_ha=0.3461 total_charge=0 smiles=CCO.SS
S 0.386 2.028 1.924 0.7123 0.1886 -1.6919 -0.22
S -1.144 1.556 3.222 -0.1525 -0.0772 -1.0303 -0.12
H -0.002 1.954 0.521 -0.2926 0.1165 2.2171 0.17
H -1.218 0.317 2.726 -0.2589 -0.2947 0.4598 0.16
C -0.098 -1.174 -0.606 3.0481 1.1287 0.0924 -0.13
O 1.218 -1.504 -0.071 1.0934 1.9472 1.8874 -0.54
C 0.036 -0.029 -1.626 3.0648 -2.8545 -0.9979 -0.95
H -0.309 -2.070 -1.145 -0.9328 -0.5958 0.0433 0.26
H -0.685 -0.956 0.253 -1.2393 0.0761 0.3502 0.15
H 1.573 -0.778 0.604 -1.5051 -2.1263 -2.2785 0.32
H 0.185 -0.557 -2.633 0.2808 1.1242 1.2442 0.27
H -0.789 0.517 -1.744 -3.6943 2.1130 -0.2953 0.40
H 0.847 0.697 -1.425 -0.1238 -0.7459 -0.0006 0.24

***

Entry 6:
13
Properties=species:S:1:pos:R:3:forces:R:3:lowdin_spin:R:1 method="wB97M-V/def2-TZVPD" lumo_energy_ha="-0.2465 / -0.3418" fmax_ev_per_a=3.02 de_lowest_ev=1.963 homo_lumo_gap_ha="0.1867 / 0.0914" total_charge=+1 spin_multiplicity=2
S 3.261 3.037 -1.123 1.1890 -1.9599 0.0273 0.50
S 4.225 1.112 -1.094 -1.2833 2.7320 0.0068 0.48
H 2.071 2.560 -1.574 0.2228 0.1521 0.1198 0.01
H 3.018 0.676 -1.436 -0.1350 -0.9267 -0.1605 0.01
C -5.213 -2.389 1.252 -0.7458 0.3016 0.0987 0.00
O -4.194 -2.788 0.333 0.5119 -0.3479 0.9859 0.00
C -5.024 -2.795 2.732 0.9176 0.2144 -1.0289 0.00
H -5.281 -1.293 1.164 -0.4481 -0.3147 0.0536 0.00
H -6.106 -2.919 0.903 -0.1884 0.7096 -0.0500 0.00
H -3.461 -3.048 0.902 0.2191 -0.0860 -0.4036 0.00
H -3.952 -2.654 2.969 -0.3655 -0.3244 0.1861 0.00
H -5.574 -2.160 3.432 -0.1507 -0.1596 -0.2967 0.00
H -5.331 -3.837 2.812 0.2563 0.0093 0.4614 0.00

***

Entry 7:
13
Properties=species:S:1:pos:R:3:forces:R:3:mulliken_charge:R:1 method="wB97M-V/def2-TZVPD" lumo_energy_ha=0.0012 fmax_ev_per_a=5.33 de_lowest_ev=0.255 homo_lumo_gap_ha=0.2999 total_charge=0
C 0.018 -2.078 -1.993 0.8681 5.1891 0.8506 -1.07
C 0.083 1.770 1.973 2.9879 0.6991 -2.2893 -0.95
O 0.808 -0.397 0.318 -0.5541 -1.3080 -0.4170 0.27
Si 1.431 -1.516 -0.749 0.1567 -0.2340 -0.3375 -0.15
Si -0.439 0.644 0.556 -0.3279 1.9985 -0.1987 0.33
H 0.368 -2.894 -2.441 1.2097 -3.8899 -1.5002 0.40
H -0.871 -2.203 -1.418 -1.1226 0.0334 -0.2773 0.28
H 0.055 -1.322 -2.887 -0.7696 -0.8307 1.7820 0.25
H 1.234 1.646 2.171 -2.0947 0.2253 -0.6202 0.24
H -0.089 2.832 1.650 0.1621 -0.9562 0.2554 0.28
H -0.358 1.638 2.874 -1.5569 -0.4735 2.8901 0.36
H -0.290 1.593 -0.561 -0.2382 -0.0592 -0.4509 -0.15
H -1.950 0.286 0.507 1.2794 -0.3938 0.3130 -0.10

***

Entry 8:
12
Properties=species:S:1:pos:R:3:forces:R:3:mulliken_charge:R:1 method="wB97M-V/def2-TZVPD" lumo_energy_ha=0.0315 fmax_ev_per_a=1.18 de_lowest_ev=0.471 homo_lumo_gap_ha=0.3389 total_charge=0 smiles=CSC.S
S 1.277 2.695 0.878 0.0008 0.0541 0.0104 -0.24
H 0.127 2.219 0.383 0.1145 0.0101 -0.0171 0.10
H 1.314 3.690 -0.009 -0.0285 0.2096 -0.0236 0.13
C 0.417 -1.170 -1.324 0.3688 0.9380 0.4051 -0.87
S 0.674 -0.681 0.409 -0.3097 -0.3758 -0.0734 -0.07
C -1.030 -0.795 1.043 0.7192 0.8124 0.4714 -0.75
H 1.268 -0.733 -1.841 0.2743 -0.3810 -0.1280 0.32
H 0.401 -2.251 -1.401 -0.2287 -0.0035 -0.3212 0.29
H -0.429 -0.635 -1.758 -0.2638 -0.4465 0.1451 0.29
H -0.968 -1.065 2.095 -0.0670 -0.6152 -0.1024 0.29
H -1.597 -1.481 0.430 -0.2769 -0.1027 0.1847 0.29
H -1.455 0.209 1.097 -0.3031 -0.0996 -0.5510 0.23

***

Entry 9:
12
Properties=species:S:1:pos:R:3:forces:R:3:mulliken_charge:R:1 method="wB97M-V/def2-TZVPD" lumo_energy_ha=0.0295 fmax_ev_per_a=0.29 de_lowest_ev=0.195 homo_lumo_gap_ha=0.3695 total_charge=0 smiles=CCS.S
S -0.360 0.488 2.655 -0.1891 0.0975 0.0746 -0.28
H -0.827 0.142 1.449 -0.0185 -0.0488 0.0076 0.10
H 0.860 0.060 2.338 0.2036 -0.0827 -0.0369 0.16
C 0.731 1.415 -1.191 -0.1018 0.1377 0.0014 -0.66
C 0.196 0.248 -2.009 0.0473 -0.2104 0.0858 -0.47
S -0.002 -1.314 -1.078 0.2849 -0.0005 -0.0248 -0.22
H 1.814 1.372 -1.093 0.0448 -0.0397 -0.0108 0.27
H 0.320 1.432 -0.182 -0.0975 0.0033 -0.0469 0.09
H 0.467 2.363 -1.671 0.1194 -0.0634 0.0055 0.30
H -0.771 0.467 -2.453 -0.0298 0.0773 -0.0501 0.32
H 0.876 -0.005 -2.820 -0.0220 0.1034 -0.0884 0.28
H -1.305 -1.198 -0.841 -0.2412 0.0263 0.0829 0.11

***

Entry 10:
12
Properties=species:S:1:pos:R:3:forces:R:3:mulliken_charge:R:1 method="wB97M-V/def2-TZVPD" lumo_energy_ha=0.0255 fmax_ev_per_a=5.25 de_lowest_ev=1.614 homo_lumo_gap_ha=0.3394 total_charge=0 smiles=CSC.S
S -1.720 2.861 2.880 -2.1825 3.5609 3.1769 -0.26
H -1.804 3.974 2.085 0.4547 -1.1954 -0.2356 0.15
H -1.219 1.940 2.245 1.7307 -2.3722 -2.9449 0.11
C 0.964 -0.171 -1.880 1.0663 4.5039 1.3541 -0.81
S 1.177 -1.580 -0.860 -0.2312 -1.2895 -0.8304 -0.07
C 0.453 -2.804 -2.056 -2.7032 0.0654 2.2787 -0.89
H 0.083 0.414 -1.661 -0.9017 -0.3404 0.4004 0.30
H 0.849 -0.385 -2.901 0.6266 -0.3805 -1.4054 0.31
H 1.715 0.767 -1.666 -0.9416 -2.7968 -0.7416 0.25
H -0.042 -2.470 -2.940 0.4689 1.1191 -0.8209 0.30
H 1.065 -3.612 -2.260 1.7220 -1.2771 -0.5051 0.32
H -0.459 -3.286 -1.603 0.8910 0.4026 0.2738 0.29

***

Entry 11:
12
Properties=species:S:1:pos:R:3:forces:R:3:mulliken_charge:R:1 method="wB97M-V/def2-TZVPD" lumo_energy_ha=0.0225 fmax_ev_per_a=1.27 de_lowest_ev=0.129 homo_lumo_gap_ha=0.3604 total_charge=0 smiles=CSS.C
C -4.700 -2.646 3.840 1.2413 0.0715 0.2484 -0.92
H -5.499 -2.327 4.501 -0.3457 0.0332 -0.5348 0.22
H -4.519 -3.703 3.936 -0.1020 -0.5166 0.3081 0.24
H -3.785 -2.152 4.192 -0.1540 -0.0435 -0.0948 0.23
H -4.761 -2.476 2.769 -0.6395 0.4555 0.0731 0.23
C 2.707 2.368 -3.299 -0.5867 0.0655 -0.8835 -0.76
S 3.656 2.621 -1.805 0.1949 -0.0309 0.1149 -0.05
S 5.063 1.126 -1.922 -0.1258 0.1550 0.0365 -0.21
H 1.926 1.615 -3.233 0.0983 -0.2551 0.3573 0.30
H 3.343 2.107 -4.143 0.1750 0.0532 0.1080 0.30
H 2.183 3.291 -3.570 0.2593 0.1052 0.2523 0.27
H 4.385 0.175 -1.266 -0.0150 -0.0929 0.0145 0.16

***

Entry 12:
12
Properties=species:S:1:pos:R:3:forces:R:3:mulliken_charge:R:1 method="wB97M-V/def2-TZVPD" lumo_energy_ha=0.0226 fmax_ev_per_a=2.69 de_lowest_ev=0.892 homo_lumo_gap_ha=0.3295 total_charge=0 smiles=CSS.C
C 2.492 0.483 -2.525 -0.0026 -0.5276 -0.2523 -0.88
H 3.583 0.313 -2.643 -0.6664 0.3861 0.6572 0.22
H 2.151 0.784 -3.526 -0.3076 -0.5530 0.2874 0.23
H 2.013 -0.426 -2.101 0.2679 0.3393 -0.8589 0.21
H 2.161 1.268 -1.854 0.7040 0.3547 0.1713 0.22
C -1.001 0.380 1.509 -1.0267 1.3801 0.3909 -0.74
S -1.513 -1.060 2.400 0.9364 -1.3579 2.1257 -0.06
S -3.566 -1.125 2.557 -0.3714 0.2430 -0.1005 -0.21
H 0.063 0.352 1.403 0.7461 -0.4710 0.1451 0.27
H -1.416 0.036 0.581 -0.2833 1.6994 -1.1055 0.30
H -1.208 1.414 2.001 -0.2990 -1.9012 -1.2232 0.29
H -3.760 -2.418 2.198 0.3026 0.4081 -0.2373 0.15

***

Entry 13:
12
Properties=species:S:1:pos:R:3:forces:R:3:mulliken_charge:R:1 method="wB97M-V/def2-TZVPD" lumo_energy_ha=0.0288 fmax_ev_per_a=0.59 de_lowest_ev=0.320 homo_lumo_gap_ha=0.3631 total_charge=0 smiles=CCS.S
S -1.672 2.575 4.331 0.1399 0.1095 0.0042 -0.28
H -2.438 1.550 3.958 -0.0767 -0.1241 -0.0463 0.14
H -0.641 2.152 3.584 -0.0544 0.0021 0.0300 0.15
C 0.256 -0.840 -2.194 -0.4391 0.2798 -0.2850 -0.95
C 1.196 -0.596 -1.022 0.0912 0.0015 0.4116 -0.36
S 0.443 -0.837 0.622 -0.1727 -0.1076 -0.0004 -0.25
H 0.712 -1.477 -2.948 0.0677 0.0058 -0.0676 0.28
H -0.049 0.093 -2.683 0.2053 -0.1141 0.1268 0.28
H -0.676 -1.318 -1.889 0.1468 -0.1474 0.0960 0.31
H 2.023 -1.302 -1.033 0.0659 -0.0151 -0.0343 0.26
H 1.622 0.403 -1.008 0.0187 0.0376 -0.3094 0.33
H -0.777 -0.402 0.283 0.0074 0.0720 0.0744 0.09

***

Entry 14:
12
Properties=species:S:1:pos:R:3:forces:R:3:mulliken_charge:R:1 method="wB97M-V/def2-TZVPD" lumo_energy_ha=0.0223 fmax_ev_per_a=2.46 de_lowest_ev=0.400 homo_lumo_gap_ha=0.3579 total_charge=0 smiles=CSS.C
C -3.078 0.363 2.314 -1.1445 -1.8920 -0.0156 -0.85
H -2.200 0.960 2.464 0.1215 0.5640 0.4441 0.22
H -4.068 0.865 2.457 1.1176 -0.0503 -0.2138 0.22
H -2.992 -0.025 1.272 -0.3183 0.1886 0.7262 0.20
H -3.087 -0.533 3.023 0.2291 1.1888 -0.9457 0.21
C 2.920 -0.494 -1.119 0.6168 0.8126 -0.2009 -0.75
S 1.101 -0.625 -1.108 0.8102 0.1088 -0.0645 -0.05
S 0.808 0.809 -2.511 -0.4713 1.8504 1.4412 -0.21
H 3.358 -0.164 -2.097 -0.7891 -0.7591 0.6643 0.28
H 3.253 0.280 -0.421 -0.2111 -0.1579 0.1362 0.30
H 3.324 -1.437 -0.799 0.2975 -0.4692 0.0453 0.27
H 0.662 0.001 -3.474 -0.2585 -1.3849 -2.0167 0.15

***

Entry 15:
12
Properties=species:S:1:pos:R:3:forces:R:3:mulliken_charge:R:1 method="wB97M-V/def2-TZVPD" lumo_energy_ha=0.0192 fmax_ev_per_a=2.51 de_lowest_ev=0.629 homo_lumo_gap_ha=0.3374 total_charge=0 smiles=CSS.C
C 4.338 -1.274 3.420 1.0452 -0.7594 1.0858 -0.93
H 4.804 -2.235 3.169 -0.6512 -0.0057 -0.1542 0.23
H 3.513 -1.005 2.792 0.3113 0.5203 -0.9974 0.24
H 5.231 -0.637 3.556 -0.9714 0.4453 -0.4518 0.23
H 3.840 -1.370 4.377 0.2659 -0.2005 0.5177 0.24
C -3.228 -0.010 -2.352 -2.3590 -0.8508 0.0202 -0.78
S -3.903 1.576 -1.709 1.3648 -0.5417 0.2383 -0.01
S -3.160 3.085 -2.905 -0.2910 0.2440 -0.8520 -0.22
H -2.208 -0.306 -2.141 0.2664 0.6553 -0.1423 0.31
H -3.562 -0.113 -3.398 0.7415 0.1119 0.2629 0.31
H -3.864 -0.787 -1.829 0.5628 0.8558 -0.2767 0.25
H -1.801 3.077 -2.980 -0.2853 -0.4746 0.7496 0.14

***

Entry 16:
13
Properties=species:S:1:pos:R:3:forces:R:3:lowdin_spin:R:1 method="wB97M-V/def2-TZVPD" lumo_energy_ha="0.1151 / 0.1148" fmax_ev_per_a=2.76 de_lowest_ev=0.574 homo_lumo_gap_ha="0.1288 / 0.2254" total_charge=-1 spin_multiplicity=2
S 0.493 -2.247 1.144 1.6077 -1.6149 -1.4603 0.49
S -0.723 -0.914 2.519 -1.6010 1.6929 1.4820 0.44
H 1.184 -1.222 0.638 -0.1146 0.0454 -0.1350 0.03
H 0.148 0.042 2.880 0.1402 -0.0955 0.0981 0.04
C 0.072 1.309 -3.357 -0.0715 0.3152 0.2988 0.00
S -0.424 1.254 -1.599 0.2925 0.0137 -0.2750 0.01
C 0.921 2.241 -0.856 -0.8143 -0.1768 0.4899 0.00
H 1.070 1.742 -3.391 0.0248 -0.2093 -0.2072 0.00
H -0.584 1.931 -3.965 -0.0992 0.0574 0.0894 0.00
H 0.069 0.305 -3.766 0.1253 -0.1373 -0.0075 0.00
H 1.778 2.263 -1.510 0.1492 0.3333 -0.3349 0.00
H 0.522 3.225 -0.573 0.5106 -0.1960 -0.2503 0.00
H 1.252 1.721 0.038 -0.1498 -0.0282 0.2118 0.00

***

Entry 17:
13
Properties=species:S:1:pos:R:3:forces:R:3:mulliken_charge:R:1 method="wB97M-V/def2-TZVPD" lumo_energy_ha=0.0128 fmax_ev_per_a=1.67 de_lowest_ev=0.557 homo_lumo_gap_ha=0.3459 total_charge=0 smiles=CSS.CS
C -1.879 -0.261 1.294 0.6386 -0.6203 -0.5024 -0.47
S -1.064 -1.944 1.362 -0.0229 0.9186 -0.1785 -0.16
H -1.694 0.277 2.216 -0.4405 -0.1432 0.2086 0.29
H -2.896 -0.540 1.070 -0.4962 0.5020 0.4503 0.31
H -1.546 0.406 0.484 0.1582 -0.7595 0.3977 -0.12
H -0.078 -1.672 0.499 0.0567 -0.0475 0.0146 0.09
C 1.864 1.072 0.714 -1.0722 -1.0350 -0.7492 -0.70
S 1.346 0.158 -0.857 -0.0672 0.2276 0.8116 -0.07
S -0.118 1.370 -1.631 0.6169 0.5144 -0.5469 -0.18
H 1.081 1.828 0.765 0.6819 0.4472 0.1926 0.28
H 1.777 0.437 1.598 -0.0561 -0.1816 -0.2661 0.27
H 2.893 1.363 0.580 0.0377 0.6025 0.0073 0.31
H -1.276 0.914 -1.155 -0.0348 -0.4252 0.1605 0.17

***

Entry 18:
14
Properties=species:S:1:pos:R:3:forces:R:3:lowdin_spin:R:1 method="wB97M-V/def2-TZVPD" lumo_energy_ha="0.1075 / 0.1042" fmax_ev_per_a=3.30 de_lowest_ev=0.481 homo_lumo_gap_ha="0.1070 / 0.2381" total_charge=-1 spin_multiplicity=2
C 1.987 -1.587 -0.934 -0.6891 0.7905 0.4073 0.03
S 1.725 -0.676 0.627 -1.7425 -2.5835 1.0896 0.39
S 2.892 1.089 0.124 1.9321 2.1875 -0.7274 0.49
H 1.443 -1.008 -1.682 0.4477 -0.1177 -0.4226 0.00
H 3.057 -1.611 -1.098 0.0590 -0.1961 -0.4247 0.00
H 1.527 -2.569 -0.888 0.2447 -0.1796 0.1374 0.01
H 1.878 1.936 0.222 -0.3205 0.1038 -0.0809 0.03
C -1.631 -0.030 -1.711 -0.1896 -0.6016 0.4975 0.00
S -2.399 0.953 -0.396 -0.3223 -0.2672 0.1140 0.02
S -2.613 -0.474 1.108 0.3316 0.7189 -0.2366 0.02
H -1.741 0.495 -2.656 0.2342 0.2057 0.0193 0.00
H -0.608 -0.267 -1.430 0.1206 0.2467 -0.2236 0.00
H -2.176 -0.972 -1.786 -0.0326 0.0638 -0.0654 0.00
H -1.496 -0.094 1.767 -0.0734 -0.3711 -0.0838 0.00